{"formula": "C20H54N2O8", "method": "ωB97M-V/def2-TZVPD", "max_force_ha_per_bohr": 0.053, "charge": 0, "orbital_gap_ev": 8.1, "e_above_lowest_kcal_mol": 41.62, "smiles": "CC1(C)CCCC(C)(C)N1O.CC1(C)CCCC(C)(C)N1O.CO.CO.O.O.O.O", "spin_multiplicity": 1, "species": ["C", "C", "C", "C", "C", "C", "C", "C", "C", "N", "O", "H", "H", "H", "H", "H", "H", "H", "H", "H", "H", "H", "H", "H", "H", "H", "H", "H", "H", "H", "C", "C", "C", "C", "C", "C", "C", "C", "C", "N", "O", "H", "H", "H", "H", "H", "H", "H", "H", "H", "H", "H", "H", "H", "H", "H", "H", "H", "H", "H", "C", "O", "H", "H", "H", "H", "C", "O", "H", "H", "H", "H", "O", "H", "H", "O", "H", "H", "O", "H", "H", "O", "H", "H"], "coordinates": [[-4.7710, 0.5228, -3.9911], [-3.4902, -0.1608, -3.4075], [-3.8352, -1.6450, -3.1439], [-2.4418, -0.1362, -4.4750], [-1.7527, 1.1951, -4.6969], [-1.1643, 1.6711, -3.3555], [-2.1338, 1.6893, -2.1521], [-1.1486, 1.7770, -0.9168], [-3.0275, 2.9077, -2.2622], [-2.8573, 0.3956, -2.1923], [-3.7086, 0.2769, -1.0531], [-4.7259, 1.5676, -4.2984], [-5.2809, -0.0793, -4.7430], [-5.4416, 0.4332, -3.1365], [-4.3893, -2.0782, -3.9766], [-2.9695, -2.2856, -2.9755], [-4.5375, -1.7666, -2.3193], [-1.6927, -0.9169, -4.3430], [-2.8279, -0.4238, -5.4529], [-1.0140, 1.1685, -5.4979], [-2.4655, 1.9582, -5.0096], [-0.6013, 2.5905, -3.5167], [-0.3686, 0.9368, -3.2299], [-1.7455, 1.8942, -0.0124], [-0.4316, 2.5968, -0.9613], [-0.6711, 0.8202, -0.7053], [-2.3884, 3.7887, -2.3215], [-3.5682, 2.8542, -1.3173], [-3.7246, 2.8724, -3.0994], [-3.2524, -0.4377, -0.6025], [-1.2316, -2.3207, -0.0592], [0.0079, -3.0361, 0.7044], [0.7554, -4.0356, -0.2437], [1.0527, -1.9608, 1.0097], [0.6716, -1.0792, 2.2234], [0.3878, -1.9740, 3.4578], [-0.6014, -3.1957, 3.2426], [-0.4564, -4.1673, 4.3908], [-1.9936, -2.6143, 3.3430], [-0.2852, -3.7932, 1.9472], [-1.0524, -4.9210, 1.7361], [-1.8652, -3.1073, -0.4689], [-1.7717, -1.6566, 0.6156], [-0.8015, -1.6562, -0.8086], [0.0982, -4.5853, -0.9174], [1.3920, -3.6244, -1.0271], [1.5016, -4.6744, 0.2288], [2.0524, -2.3589, 1.1835], [1.0934, -1.3196, 0.1292], [1.5205, -0.4106, 2.3660], [-0.2384, -0.5122, 2.0271], [0.0363, -1.2784, 4.2198], [1.3651, -2.3212, 3.7932], [0.4117, -4.8261, 4.3713], [-1.3176, -4.8084, 4.5787], [-0.1351, -3.5518, 5.2311], [-2.3645, -2.3288, 4.3274], [-2.6848, -3.3523, 2.9359], [-2.0432, -1.7078, 2.7399], [-0.4432, -5.6263, 1.9664], [5.2959, -1.3691, 0.9515], [4.4066, -0.2523, 0.9079], [6.0247, -1.4158, 0.1423], [5.8701, -1.3652, 1.8779], [4.6248, -2.2226, 0.8549], [3.8279, -0.3670, 0.1505], [1.8597, 2.6396, 1.3279], [2.1012, 4.0089, 1.2234], [2.8186, 2.1782, 1.5640], [1.1229, 2.2283, 2.0179], [1.7225, 2.2903, 0.3045], [2.4914, 4.2207, 0.3722], [3.7362, 4.7815, 3.3445], [3.1794, 5.0414, 4.0784], [3.1261, 4.4470, 2.6872], [3.3360, 4.5935, -0.9851], [3.0965, 5.2729, -1.6154], [4.2787, 4.4776, -1.1036], [3.4835, 7.0817, 0.8794], [3.2417, 6.4661, 0.1874], [4.4382, 7.1328, 0.8325], [5.1354, 0.7158, 3.5889], [5.0867, 0.5683, 2.6444], [5.0623, 1.6651, 3.6875]], "mulliken_charge": [-1.658, 1.369, -1.994, -1.349, -0.780, -1.410, 1.491, -1.747, -1.618, 1.030, -0.623, 0.246, 0.435, 0.419, 0.472, 0.297, 0.457, 0.413, 0.408, 0.433, 0.333, 0.532, 0.374, 0.455, 0.422, 0.152, 0.390, 0.437, 0.229, 0.349, -1.079, 1.633, -2.045, -1.483, -0.099, -1.693, 1.932, -2.020, -1.790, 0.356, -0.490, 0.478, -0.049, 0.382, 0.367, 0.419, 0.465, 0.224, 0.430, 0.386, 0.113, 0.493, 0.418, 0.475, 0.350, 0.461, 0.403, 0.393, 0.250, 0.337, -0.579, -0.443, 0.270, 0.261, 0.198, 0.267, -0.605, -0.701, 0.316, 0.345, 0.272, 0.383, -0.655, 0.301, 0.382, -0.632, 0.299, 0.273, -0.580, 0.322, 0.296, -0.639, 0.347, 0.320]}

---

{"formula": "C20H54N5O11P3", "method": "ωB97M-V/def2-TZVPD", "max_force_ha_per_bohr": 0.049, "charge": 0, "orbital_gap_ev": 7.7, "e_above_lowest_kcal_mol": 27.18, "smiles": "CP(C)[C@](O)(COCCC(N)(N)N)OC(P(O)O)P(O)O.COCCNCCOC.COCCNCCOC", "spin_multiplicity": 1, "species": ["C", "P", "C", "C", "O", "C", "O", "C", "C", "C", "N", "N", "N", "O", "C", "P", "O", "O", "P", "O", "O", "H", "H", "H", "H", "H", "H", "H", "H", "H", "H", "H", "H", "H", "H", "H", "H", "H", "H", "H", "H", "H", "H", "H", "H", "C", "O", "C", "C", "N", "C", "C", "O", "C", "H", "H", "H", "H", "H", "H", "H", "H", "H", "H", "H", "H", "H", "H", "H", "C", "O", "C", "C", "N", "C", "C", "O", "C", "H", "H", "H", "H", "H", "H", "H", "H", "H", "H", "H", "H", "H", "H", "H"], "coordinates": [[-4.7717, 3.8952, 5.3518], [-5.8589, 4.8361, 4.2165], [-4.8379, 5.7493, 2.9880], [-6.9995, 3.6237, 3.3005], [-7.1567, 2.5755, 4.2203], [-6.2804, 3.1595, 2.0298], [-4.9612, 2.7255, 2.2961], [-4.8250, 1.3370, 2.5222], [-3.8289, 0.7206, 1.5536], [-3.8433, -0.8305, 1.5425], [-4.9152, -1.2963, 0.6336], [-4.0984, -1.4024, 2.8565], [-2.5476, -1.3113, 1.1329], [-8.1662, 4.3742, 3.1009], [-9.1472, 3.9676, 2.1493], [-9.6120, 2.1538, 2.1459], [-11.0057, 2.2130, 1.2797], [-10.0962, 1.8735, 3.6968], [-8.9006, 4.6249, 0.3875], [-7.6524, 5.6936, 0.5490], [-8.2329, 3.3220, -0.3850], [-4.3674, 2.9786, 4.9421], [-5.3229, 3.7069, 6.2583], [-3.9608, 4.5656, 5.6171], [-4.3904, 6.6037, 3.4732], [-4.0190, 5.1209, 2.6403], [-5.4034, 6.0264, 2.1093], [-7.2163, 1.7484, 3.7219], [-6.2134, 4.0158, 1.3710], [-6.8031, 2.3832, 1.4709], [-4.4103, 1.2096, 3.5184], [-5.7691, 0.7911, 2.5106], [-3.9541, 1.1380, 0.5587], [-2.8467, 1.0362, 1.8957], [-5.8076, -1.2700, 1.1151], [-4.9933, -0.6461, -0.1371], [-3.6467, -0.8628, 3.5792], [-5.0872, -1.4729, 3.0443], [-2.4437, -1.2149, 0.1312], [-2.4809, -2.2890, 1.3817], [-10.0522, 4.5022, 2.4353], [-11.2573, 1.2871, 1.1381], [-9.9755, 0.9242, 3.8473], [-7.8946, 6.3372, 1.2352], [-7.5699, 3.6677, -1.0059], [-0.4955, -4.0203, -1.0995], [0.0064, -3.0647, -0.1847], [0.8845, -3.6011, 0.7975], [2.3137, -3.1593, 0.5621], [2.8785, -3.7873, -0.6257], [4.1494, -3.2161, -1.0683], [4.1881, -1.7465, -1.4817], [3.4830, -1.4569, -2.6763], [2.0875, -1.2712, -2.5321], [-1.3001, -3.5464, -1.6603], [0.2707, -4.3455, -1.8117], [-0.9002, -4.8940, -0.5810], [0.8084, -4.6909, 0.8467], [0.5586, -3.2007, 1.7616], [2.9184, -3.4352, 1.4311], [2.3077, -2.0642, 0.4864], [2.2159, -3.7076, -1.3849], [4.4726, -3.8074, -1.9282], [4.8918, -3.3749, -0.2786], [5.2301, -1.4988, -1.6932], [3.8742, -1.0755, -0.6729], [1.8325, -0.8126, -1.5737], [1.5458, -2.2142, -2.6479], [1.7586, -0.6072, -3.3320], [6.7093, -2.4794, -3.7202], [7.2220, -1.5358, -2.7947], [8.0639, -2.1069, -1.7999], [9.5122, -1.7162, -2.0082], [10.0739, -2.3613, -3.1878], [11.3723, -1.8377, -3.6074], [11.4687, -0.3700, -4.0156], [10.7973, -0.0478, -5.2180], [9.4083, 0.1964, -5.0937], [5.9286, -1.9884, -4.2986], [7.4822, -2.8253, -4.4146], [6.2710, -3.3405, -3.2100], [7.9471, -3.1935, -1.7555], [7.7369, -1.6980, -0.8385], [10.0914, -2.0166, -1.1299], [9.5473, -0.6212, -2.0797], [9.4276, -2.2560, -3.9580], [11.6917, -2.4364, -4.4635], [12.0942, -2.0244, -2.8058], [12.5244, -0.1622, -4.2078], [11.1647, 0.3112, -3.2117], [9.1585, 0.6627, -4.1376], [8.8295, -0.7223, -5.2209], [9.1200, 0.8759, -5.8958]], "mulliken_charge": [-0.897, -0.145, -0.907, 1.032, -0.595, -0.911, -0.218, -0.034, -1.233, 0.390, -0.676, -0.674, -0.279, -0.556, -0.188, 0.134, -0.445, -0.477, 0.010, -0.467, -0.420, 0.116, 0.302, 0.409, 0.426, 0.202, 0.218, 0.385, 0.193, 0.818, 0.005, 0.258, 0.376, 0.232, 0.309, 0.302, 0.263, 0.299, 0.179, 0.237, 0.723, 0.350, 0.335, 0.330, 0.291, -0.860, -0.227, -0.905, -0.160, -0.305, -0.697, -0.250, -0.380, -0.568, 0.249, 0.319, 0.390, 0.441, 0.393, 0.356, 0.179, 0.080, 0.391, 0.331, 0.100, 0.351, 0.300, 0.135, 0.338, -0.718, -0.365, -0.771, -0.246, -0.325, -0.708, -0.469, -0.433, -0.492, 0.229, 0.390, 0.249, 0.393, 0.385, 0.406, 0.188, 0.078, 0.375, 0.400, 0.350, 0.344, 0.263, 0.148, 0.325]}

---

{"formula": "C20H54O11S8", "method": "ωB97M-V/def2-TZVPD", "max_force_ha_per_bohr": 0.062, "charge": 0, "orbital_gap_ev": 7.3, "e_above_lowest_kcal_mol": 79.70, "spin_multiplicity": 1, "species": ["C", "C", "C", "O", "C", "O", "O", "H", "H", "H", "H", "H", "H", "C", "S", "O", "C", "H", "H", "H", "H", "H", "H", "C", "S", "O", "C", "H", "H", "H", "H", "H", "H", "C", "S", "O", "C", "H", "H", "H", "H", "H", "H", "C", "S", "O", "C", "H", "H", "H", "H", "H", "H", "C", "S", "O", "C", "H", "H", "H", "H", "H", "H", "C", "S", "O", "C", "H", "H", "H", "H", "H", "H", "C", "S", "O", "C", "H", "H", "H", "H", "H", "H", "C", "S", "O", "C", "H", "H", "H", "H", "H", "H"], "coordinates": [[4.3309, -4.8737, 1.2404], [3.1526, -3.9281, 0.9007], [3.5233, -2.4114, 0.7928], [2.8616, -2.0333, -0.3918], [2.4523, -3.0774, -1.1220], [2.1158, -3.0187, -2.2550], [2.7627, -4.1982, -0.4162], [4.6595, -4.7496, 2.2702], [5.1655, -4.4430, 0.6798], [4.0774, -5.8514, 0.8469], [2.3132, -4.0567, 1.5868], [4.6054, -2.3194, 0.7381], [3.1538, -2.0073, 1.7326], [-1.9665, -4.7440, 4.1011], [-2.0159, -4.4574, 2.3362], [-2.5461, -3.0530, 2.2179], [-0.2453, -4.2458, 2.0738], [-2.9718, -4.7391, 4.5157], [-1.3553, -4.1080, 4.7434], [-1.5075, -5.7380, 4.1802], [0.3462, -5.0157, 2.5634], [0.0443, -3.2808, 2.4992], [-0.1686, -4.0664, 1.0007], [-0.3914, -0.3205, 0.7859], [-0.3366, -0.4349, -1.0211], [-1.4064, 0.5168, -1.5136], [1.1000, 0.6460, -1.2488], [-1.4243, -0.3296, 1.1306], [0.1384, 0.4950, 1.2870], [0.1396, -1.1832, 1.2093], [0.9216, 1.3379, -0.4278], [1.1319, 1.2313, -2.1644], [2.0377, 0.1112, -1.1072], [0.0169, 4.5798, -1.4958], [0.4480, 3.9463, -3.1770], [-0.7808, 3.2116, -3.6490], [0.3364, 5.4794, -4.1687], [-0.4805, 3.6785, -1.1305], [-0.7458, 5.3570, -1.5455], [0.9064, 4.9567, -0.9972], [0.2409, 5.2639, -5.2323], [1.1970, 6.1238, -3.9930], [-0.6346, 5.9185, -3.9353], [1.3428, 5.7657, 1.9424], [2.6787, 4.4764, 1.9562], [3.1223, 4.3595, 3.3971], [1.5351, 3.0802, 1.9035], [1.4461, 6.4400, 1.0949], [1.5919, 6.3350, 2.8387], [0.3722, 5.2953, 2.0470], [2.1597, 2.2064, 1.7290], [0.8941, 3.2480, 1.0279], [0.8503, 3.1205, 2.7446], [3.8432, 2.6878, -1.4255], [4.7852, 1.7200, -0.1916], [3.8382, 0.6787, 0.3558], [5.7866, 0.7815, -1.4289], [4.3572, 3.5338, -1.8817], [3.0097, 3.0644, -0.8353], [3.5880, 2.0047, -2.2330], [5.1790, 0.1639, -2.0868], [6.5755, 0.1901, -0.9712], [6.2597, 1.5855, -2.0000], [-5.8335, -1.0096, 0.8126], [-5.1915, -0.9763, -0.8501], [-4.1437, 0.1057, -0.8826], [-4.3628, -2.5992, -1.1585], [-4.9999, -1.1766, 1.4964], [-6.6233, -1.7126, 1.0868], [-6.2841, -0.0253, 0.9253], [-5.2433, -3.2459, -1.2328], [-3.8041, -2.9448, -0.2894], [-3.8701, -2.4996, -2.1234], [-2.7408, 2.2009, 4.4432], [-4.2305, 1.1668, 4.1348], [-4.7591, 1.5069, 2.7521], [-3.3190, -0.4054, 4.1570], [-2.2338, 2.2724, 3.4835], [-2.0841, 1.8870, 5.2611], [-2.9881, 3.1782, 4.8676], [-3.1620, -0.7049, 5.1948], [-2.2846, -0.2896, 3.8141], [-3.7203, -1.1891, 3.5190], [-2.7660, -1.7535, -5.9513], [-2.0729, -1.7247, -4.2337], [-2.6133, -0.4765, -3.6729], [-0.3586, -1.4999, -4.7458], [-2.2595, -2.4149, -6.6450], [-2.5372, -0.7019, -6.1680], [-3.8502, -1.7297, -5.8900], [-0.1498, -2.1704, -5.5749], [0.3933, -1.5427, -3.9576], [-0.3244, -0.4314, -4.9965]], "mulliken_charge": [-1.407, 0.933, -0.499, 0.137, 0.405, -0.547, -0.399, 0.383, 0.337, 0.360, -0.238, 0.271, 0.294, -1.149, 0.425, -0.427, -1.225, 0.357, 0.313, 0.439, 0.554, 0.330, 0.352, -0.326, 0.378, -0.516, -0.094, 0.446, -0.120, -0.051, -0.383, 0.363, 0.134, -0.701, 0.563, -0.596, -1.058, 0.099, 0.524, 0.152, 0.359, 0.351, 0.298, -1.015, 0.609, -0.690, -0.790, 0.290, 0.451, 0.280, 0.184, 0.134, 0.579, -0.522, 0.333, -0.489, -1.024, 0.539, -0.165, 0.336, 0.265, 0.384, 0.399, -0.375, 0.333, -0.455, -0.032, -0.283, 0.435, 0.308, 0.433, -0.181, -0.119, -0.919, 0.383, -0.540, -0.707, 0.177, 0.383, 0.411, 0.493, 0.195, 0.118, -1.124, 0.530, -0.445, -0.708, 0.361, 0.321, 0.339, 0.419, 0.083, 0.260]}